Molecular formula: C22H42Cl3N2O3SSiTb
Method: DFT, ωB97M-V with the def2-TZVPD basis set

Element x y z (Å)
H1 -0.118 3.293 -3.228
C1 -1.924 -0.007 -1.491
C2 -1.891 -0.363 -2.852
C3 -2.616 -2.570 -2.293
Tb1 2.909 -0.257 0.435
H2 -1.315 0.312 4.558
Cl1 1.763 -2.332 1.561
Cl2 1.032 0.720 1.775
Cl3 4.579 1.647 0.956
H3 0.594 1.282 -2.557
C4 2.045 -0.770 4.375
H4 4.589 0.059 -1.173
C5 -2.830 -0.372 0.932
C6 0.272 -3.981 -3.204
C7 -2.331 -1.624 -3.269
H5 4.818 -1.534 -2.080
H6 -2.871 -3.605 -2.609
H7 6.147 -0.333 -1.784
H8 3.052 2.003 4.823
H9 4.655 -3.547 -0.808
H10 -1.654 1.020 -1.211
H11 -0.413 0.971 5.950
H12 -0.599 4.558 -2.054
H13 -4.682 3.532 0.702
C8 -0.031 3.326 0.139
O1 -1.893 0.102 1.807
H14 5.322 -3.900 0.810
S1 5.686 -1.594 0.239
H15 0.920 -3.026 -0.743
H16 -3.309 -1.265 1.445
C9 4.814 -3.143 0.196
H17 -0.606 4.244 0.041
H18 1.621 3.055 4.870
H19 1.001 -4.636 -3.695
Si1 1.075 0.793 4.051
C10 -0.569 1.060 4.865
C11 -4.046 1.316 2.433
H20 -1.654 3.131 -2.336
C12 -5.136 2.748 0.081
C13 -0.619 3.492 -2.279
C14 1.328 -1.852 -3.920
H21 -3.946 0.471 3.103
C15 -4.288 1.523 -0.028
H22 2.492 2.740 3.327
H23 -0.970 2.064 4.661
H24 -0.104 -4.500 -2.318
H25 0.482 -1.656 -4.592
H26 0.931 3.575 0.594
O2 2.168 -1.514 -1.363
C16 5.252 -0.814 -1.373
C17 0.857 1.739 -1.567
C18 -2.401 -0.896 -0.517
H27 2.536 -1.124 3.449
C19 -2.586 -2.237 -0.927
H28 -0.562 -3.805 -3.885
H29 2.175 -2.340 -4.429
H30 1.372 -1.582 4.689
H31 3.835 -2.914 0.702
H32 -5.316 3.180 -0.906
C20 1.315 -2.439 -1.599
H33 -4.162 1.107 -1.033
N1 0.871 -2.706 -2.825
H34 -3.353 2.085 2.790
N2 0.100 2.784 -1.225
H35 -2.777 -3.021 -0.200
H36 2.829 -0.561 5.120
H37 -2.425 -1.867 -4.336
H38 -1.547 0.348 -3.605
H39 -6.129 2.539 0.495
C21 -3.803 0.844 1.032
C22 2.157 2.307 4.274
H40 -0.565 2.649 0.815
H41 -5.049 1.712 2.561
H42 1.680 -0.920 -3.465
O3 1.817 1.276 -0.872

Calculated values
energy: -111331.211 eV
expectation value of S²: 12.564
2S+1: 7
net charge: 0
energy relative to the best compared isomer or geometry (same formula, charge and spin): 224.2 kcal per mole
E_LUMO (alpha / beta): 0.253 / -1.571 eV

Charges obtained by Löwdin population analysis, quoted in units of e: 0.09, -0.06, -0.09, -0.11, 0.49, 0.03, -0.04, 0.32, -0.25, 0.14, -0.25, -0.06, -0.30, -0.05, -0.11, 0.04, 0.12, 0.04, 0.03, 0.04, 0.10, 0.04, 0.09, 0.08, -0.04, 0.00, 0.04, 0.71, 0.09, 0.16, -0.47, 0.08, 0.03, 0.09, 0.38, -0.20, -0.06, 0.09, -0.10, -0.04, -0.02, 0.08, -0.10, 0.01, 0.04, 0.10, 0.09, 0.10, -0.24, -0.44, -0.26, -0.12, -0.07, -0.02, 0.07, 0.10, 0.04, -0.09, 0.07, -0.26, 0.10, -0.17, 0.09, -0.17, 0.11, 0.04, 0.11, 0.10, 0.08, -0.22, -0.21, 0.05, 0.08, 0.08, -0.25

Molecular formula: C22H42F6N3O7S
Method: DFT, ωB97M-V with the def2-TZVPD basis set

Element x y z (Å)
F1 1.556 -1.058 -0.457
H1 -3.475 1.099 5.549
C1 6.140 -0.587 0.570
H2 -2.052 -0.304 -0.719
H3 2.939 -4.563 -2.621
H4 -2.518 1.737 0.465
C2 6.536 0.644 -0.209
C3 -4.014 -2.984 -0.053
H5 -3.177 1.879 2.606
C4 -4.621 0.771 -1.028
H6 -6.040 0.009 3.377
H7 2.033 -3.306 -1.749
N1 -2.307 0.892 0.978
F2 2.169 0.237 1.157
H8 -0.183 -3.401 -1.734
H9 -4.357 -1.725 -1.774
N2 -4.878 -0.188 1.218
H10 4.246 5.408 -2.976
C5 7.087 6.029 -1.097
H11 -5.688 -1.742 -0.648
H12 -5.472 0.642 1.169
S1 -3.551 1.102 -2.435
H13 -0.797 -4.263 -3.153
H14 -3.032 -5.461 -0.339
H15 -2.292 -2.681 -1.331
O1 -2.518 1.981 -1.973
H16 -2.329 -1.170 0.765
H17 -4.022 -2.883 1.040
C6 -3.544 0.014 5.632
F3 7.438 3.734 -0.544
H18 -2.126 0.547 3.038
C7 -2.882 0.868 2.315
H19 5.555 6.486 -3.500
H20 -3.116 -4.882 -1.994
H21 6.337 -1.504 0.017
C8 -5.003 0.227 3.669
C9 -4.591 -1.727 -0.708
H22 7.612 0.625 -0.382
C10 -2.629 -0.284 0.204
H23 3.910 7.107 -3.336
O2 4.136 -1.262 -1.151
H24 1.859 -3.471 -3.511
C11 -1.117 -5.306 -1.290
F4 2.263 -1.912 1.396
C12 4.898 6.799 -1.470
C13 1.995 -4.024 -2.574
H25 -3.645 -0.230 6.688
H26 6.641 -0.634 1.533
H27 -5.519 -0.977 1.322
F5 7.887 5.209 0.975
C14 -4.057 -0.104 2.490
O3 0.975 -4.978 -2.370
H28 -3.674 -1.116 2.636
H29 -1.870 -3.263 0.261
H30 6.297 1.547 0.351
C15 7.921 4.967 -0.341
H31 5.324 7.797 -1.382
H32 3.994 6.739 -0.869
C16 -2.604 -3.371 -0.543
O4 4.726 -0.566 0.919
F6 9.181 4.991 -0.743
C17 4.643 6.421 -2.910
H33 -1.141 -6.294 -1.755
C18 2.442 -0.909 0.527
H34 -4.958 1.304 3.857
H35 6.035 0.677 -1.175
H36 -2.602 -0.416 5.271
C19 -2.540 -4.806 -1.065
H37 -4.702 -3.804 -0.269
C20 -4.130 -0.382 -0.134
C21 -0.293 -4.397 -2.183
O5 7.586 6.873 -1.779
H38 -5.620 0.547 -1.413
H39 -0.602 -5.422 -0.332
H40 -4.709 -1.451 4.786
C22 3.888 -0.930 -0.029
H41 -4.406 1.821 -3.204
O6 -3.268 -0.126 -3.114
H42 -4.651 1.726 -0.497
N3 -4.732 -0.446 4.912
O7 5.802 5.858 -0.833

Calculated values
energy: -69430.949 eV
net charge: +1
E_LUMO: -2.954 eV

Charges obtained by Löwdin population analysis, quoted in units of e: 0.15, 0.09, -0.17, 0.13, 0.09, 0.10, -0.06, -0.17, 0.13, -0.19, 0.12, 0.07, -0.01, 0.17, 0.11, 0.12, 0.15, 0.08, -0.40, 0.13, 0.17, 0.71, 0.14, 0.12, 0.11, -0.31, 0.12, 0.11, -0.11, 0.15, 0.13, -0.14, 0.08, 0.12, 0.13, -0.20, -0.13, 0.09, -0.15, 0.08, 0.17, 0.09, -0.17, 0.16, -0.19, -0.10, 0.08, 0.13, 0.17, 0.17, -0.22, -0.18, 0.15, 0.12, 0.08, -0.55, 0.13, 0.12, -0.21, 0.04, 0.18, -0.06, 0.12, -0.55, 0.12, 0.08, 0.08, -0.21, 0.12, -0.38, -0.26, 0.18, 0.12, 0.12, 0.11, -0.41, 0.09, -0.31, 0.11, -0.11, 0.03

Molecular formula: C22H42FeO22
Method: DFT, ωB97M-V with the def2-TZVPD basis set

Element x y z (Å)
C1 -3.593 -2.819 2.269
H1 0.342 4.278 0.157
C2 -0.578 -3.768 -1.085
H2 -0.832 0.341 7.298
H3 -2.531 0.098 6.829
H4 -1.698 -7.758 -2.829
H5 -1.183 0.581 -3.993
H6 3.745 0.765 -1.454
O1 0.542 -0.231 -3.186
H7 4.586 2.286 -0.966
H8 0.159 1.690 -3.421
H9 -2.853 1.200 -0.984
O2 5.066 1.875 -5.072
O3 0.625 -0.583 -5.481
O4 -4.502 -2.226 1.635
H10 2.592 2.776 3.028
C3 -1.191 -0.490 5.281
C4 -0.446 0.805 -3.222
C5 -2.346 2.570 1.447
H11 -2.806 -5.408 2.976
H12 4.312 1.790 -7.017
C6 -1.998 -5.723 -0.328
H13 -0.895 2.412 3.865
H14 -0.835 0.909 -2.209
O5 0.430 0.265 2.606
H15 1.399 0.342 -0.487
H16 3.538 -1.732 -5.653
C7 -3.377 -4.824 3.697
O6 -2.428 -6.384 0.624
O7 2.196 -1.409 -4.001
C8 -3.130 2.244 -0.833
H17 -0.482 -2.749 -0.709
C9 4.010 1.783 -1.742
H18 -0.981 4.068 4.101
C10 2.923 -2.246 -4.914
H19 1.156 5.750 -0.032
H20 2.298 -2.953 -5.459
H21 3.102 2.382 -1.814
H22 -0.028 1.428 -0.214
H23 -3.394 -1.469 0.036
H24 -1.680 1.393 6.071
H25 -2.808 2.768 -1.733
Fe1 -0.527 -1.594 3.092
C11 -1.543 0.390 6.473
H26 -4.008 -0.230 1.141
O8 3.078 2.717 -4.309
H27 1.882 4.380 -0.898
O9 4.708 1.716 -3.018
H28 -3.208 -7.449 -2.184
O10 -1.844 -6.129 -1.577
C12 1.082 -0.751 -4.336
H29 -4.018 -5.456 4.311
H30 -4.170 2.262 -0.508
C13 3.405 3.416 3.370
O11 -1.547 3.358 2.087
C14 0.293 0.093 1.370
H31 1.511 1.738 0.625
H32 -0.811 -3.655 -2.144
O12 -4.199 -3.772 2.985
O13 -1.411 -4.594 -0.173
H33 3.535 3.330 4.448
O14 -2.266 2.837 0.158
H34 -5.068 -0.978 0.009
H35 6.107 2.231 -6.843
H36 3.715 -2.843 -4.461
H37 4.310 2.949 2.981
O15 3.132 4.839 3.103
O16 -2.394 -2.510 2.272
H38 -2.477 2.986 3.909
C15 2.641 5.366 1.929
H39 0.397 -4.251 -1.039
C16 -1.487 3.272 3.554
O17 -0.068 -0.962 5.023
C17 1.344 4.677 0.003
C18 -2.160 -7.473 -1.884
O18 2.335 4.355 1.055
O19 -1.989 -0.770 4.437
O20 -2.926 1.629 1.939
O21 -0.377 -0.928 1.131
H40 -2.101 -8.181 -1.057
C19 4.211 2.234 -4.158
H41 4.977 3.403 -6.455
C20 0.856 0.964 0.224
H42 -2.774 -4.327 4.456
O22 2.571 6.558 1.665
C21 5.089 2.319 -6.464
C22 -4.232 -1.190 0.676

Calculated values
energy: -102917.555 eV
expectation value of S²: 8.761
2S+1: 6
net charge: +1
energy relative to the best compared isomer or geometry (same formula, charge and spin): 101.1 kcal per mole
E_LUMO (alpha / beta): -3.914 / -6.397 eV

Charges obtained by Löwdin population analysis, quoted in units of e: -0.59, 0.07, 0.03, 0.10, 0.10, 0.10, 0.10, 0.09, -0.06, 0.09, 0.10, 0.07, 0.00, 0.10, 0.09, 0.07, -0.69, -0.02, -0.66, 0.08, 0.10, -0.63, 0.07, 0.06, 0.00, 0.09, 0.09, 0.04, 0.09, -0.01, 0.00, 0.07, -0.02, 0.11, -0.03, 0.09, 0.10, 0.07, 0.08, 0.10, 0.09, 0.11, 1.37, 0.07, 0.07, 0.08, 0.09, -0.01, 0.10, 0.00, -0.53, 0.10, 0.11, -0.02, 0.03, -0.60, 0.08, 0.10, 0.04, 0.01, 0.09, -0.02, 0.11, 0.09, 0.09, 0.09, -0.01, 0.02, 0.10, -0.52, 0.10, 0.02, 0.00, 0.00, -0.03, -0.06, 0.07, 0.11, -0.04, 0.10, -0.59, 0.10, 0.08, 0.08, 0.12, 0.01, 0.02

Which of these has the highest energy?
C22H42F6N3O7S

Which of these has the lowest net charge?
C22H42Cl3N2O3SSiTb